{
  "formula": "C23H47FN2O2ReSSbSi",
  "method": "ωB97M-V/def2-TZVPD",
  "gap_ha": [0.22835, 0.22980],
  "total_charge": -1,
  "de_lowest_ev": 0.380,
  "e_homo_ev": [-3.62, -3.66],
  "lumo_ha": [0.095, 0.095],
  "e_tot_ev": -61789.779,
  "spin_multiplicity": 2,
  "species": ["Re", "C", "N", "C", "C", "C", "O", "N", "C", "O", "H", "H", "H", "H", "H", "C", "C", "Sb", "C", "C", "C", "C", "H", "H", "H", "H", "H", "H", "H", "H", "H", "H", "H", "H", "H", "H", "H", "C", "C", "C", "C", "Si", "C", "C", "C", "C", "C", "C", "C", "C", "H", "H", "H", "H", "H", "H", "H", "H", "H", "H", "H", "H", "H", "H", "H", "H", "H", "H", "H", "H", "H", "H", "H", "H", "H", "H", "H", "S", "F"],
  "positions_angstrom": [[-0.073, -0.169, -0.446], [-3.381, -4.002, -2.878], [-2.117, -3.292, -2.823], [-1.055, -3.709, -3.565], [0.180, -3.226, -3.354], [0.339, -2.230, -2.324], [1.422, -1.860, -1.850], [-0.777, -1.645, -1.799], [-1.987, -2.275, -1.853], [-2.950, -2.033, -1.141], [-3.532, -4.403, -3.879], [-4.184, -3.317, -2.625], [-3.397, -4.822, -2.154], [-1.275, -4.459, -4.313], [1.044, -3.546, -3.914], [-4.087, -3.250, 1.932], [-2.675, -3.495, 2.457], [-1.272, -2.007, 1.687], [-2.193, -0.315, 2.693], [-2.595, -0.517, 4.149], [0.327, -2.360, 3.160], [-0.023, -3.220, 4.371], [-4.771, -4.047, 2.240], [-4.092, -3.190, 0.842], [-4.482, -2.306, 2.311], [-2.308, -4.474, 2.137], [-2.647, -3.475, 3.547], [-3.052, -0.052, 2.075], [-1.471, 0.494, 2.591], [-3.296, -1.347, 4.265], [-3.080, 0.385, 4.533], [-1.724, -0.715, 4.778], [0.672, -1.372, 3.465], [1.145, -2.825, 2.604], [-0.822, -2.771, 4.964], [0.847, -3.342, 5.023], [-0.356, -4.215, 4.068], [2.146, 3.143, 0.864], [1.272, 3.319, -0.387], [-0.131, 3.653, 0.136], [1.773, 4.555, -1.150], [1.253, 1.663, -1.510], [0.600, 2.133, -3.319], [0.257, 0.830, -4.060], [1.619, 2.910, -4.165], [-0.687, 2.966, -3.273], [3.159, 1.128, -1.682], [3.443, 0.227, -2.895], [4.116, 2.323, -1.803], [3.537, 0.321, -0.430], [2.023, 4.020, 1.513], [3.208, 3.060, 0.629], [1.842, 2.261, 1.428], [-0.081, 4.565, 0.746], [-0.516, 2.846, 0.753], [-0.845, 3.815, -0.671], [1.816, 5.411, -0.464], [1.094, 4.821, -1.962], [2.769, 4.412, -1.571], [1.099, 0.136, -4.085], [-0.031, 1.056, -5.095], [-0.582, 0.336, -3.566], [2.508, 2.313, -4.371], [1.931, 3.839, -3.686], [1.167, 3.170, -5.132], [-1.430, 2.501, -2.625], [-1.109, 3.042, -4.284], [-0.499, 3.981, -2.921], [3.345, 0.765, -3.839], [2.791, -0.640, -2.910], [4.478, -0.136, -2.829], [3.870, 2.950, -2.663], [5.142, 1.956, -1.940], [4.109, 2.947, -0.911], [2.933, -0.587, -0.366], [3.393, 0.889, 0.489], [4.591, 0.016, -0.487], [-2.041, 0.906, -0.579], [0.724, 0.331, 1.287]],
  "forces_ev_per_angstrom": [[-3.3, 1.6, 0.2], [0.0, 0.0, 0.1], [0.1, 0.1, -0.1], [0.1, 0.0, 0.0], [0.2, 0.0, -0.2], [-0.3, -0.1, 0.1], [0.1, 0.2, 0.3], [0.4, -0.4, -0.3], [-0.4, 0.1, 0.0], [0.2, -0.1, -0.1], [0.0, 0.0, 0.0], [0.0, 0.0, 0.0], [0.0, 0.0, 0.0], [0.0, 0.0, 0.0], [0.0, -0.1, 0.0], [0.1, 0.0, 0.0], [0.1, 0.0, -0.3], [0.2, 0.4, 0.8], [0.0, -0.3, 0.0], [0.1, 0.0, -0.1], [-0.3, -0.1, -0.1], [0.0, 0.1, -0.1], [0.0, 0.0, 0.0], [-0.1, 0.0, 0.0], [0.0, 0.0, 0.0], [0.0, 0.0, 0.0], [0.0, 0.0, 0.0], [0.0, 0.0, 0.0], [0.0, 0.0, -0.1], [0.0, 0.0, 0.1], [0.0, 0.0, 0.1], [0.0, 0.0, 0.0], [0.0, 0.0, -0.1], [0.0, 0.1, 0.0], [0.0, -0.1, 0.0], [0.0, 0.0, 0.0], [0.0, 0.0, 0.1], [0.0, -0.1, 0.0], [0.0, -0.2, -0.2], [0.1, -0.1, -0.1], [0.0, -0.1, 0.0], [0.0, 0.2, -0.2], [0.1, 0.0, 0.1], [0.0, 0.0, 0.1], [0.0, -0.1, 0.0], [0.1, 0.0, 0.1], [-0.2, 0.1, 0.0], [0.0, 0.0, 0.0], [0.0, -0.1, 0.0], [-0.1, 0.0, 0.0], [0.0, 0.0, 0.0], [-0.1, 0.0, 0.1], [0.0, 0.0, 0.0], [0.0, 0.0, 0.0], [-0.1, 0.0, 0.1], [-0.1, 0.0, 0.0], [0.0, 0.0, 0.0], [0.0, 0.1, 0.0], [-0.1, 0.1, 0.0], [-0.1, 0.0, 0.0], [0.0, 0.0, 0.0], [0.0, -0.1, -0.1], [0.0, 0.2, 0.0], [0.0, 0.0, -0.1], [0.0, 0.0, 0.0], [-0.1, 0.0, 0.0], [0.0, 0.0, 0.0], [-0.1, 0.0, 0.0], [0.1, -0.1, 0.0], [0.0, 0.0, 0.0], [0.0, 0.0, 0.0], [0.1, 0.0, 0.0], [0.0, 0.0, 0.0], [0.1, 0.0, -0.2], [0.1, 0.0, 0.0], [0.0, -0.1, 0.0], [0.0, 0.0, 0.0], [2.4, -1.1, 0.1], [0.6, -0.3, -0.3]]
}

{
  "formula": "C16H20N2O3",
  "method": "ωB97M-V/def2-TZVPD",
  "gap_ha": 0.32100,
  "de_lowest_ev": 1.055,
  "e_homo_ev": -8.10,
  "lumo_ha": 0.023,
  "e_tot_ev": -26040.483,
  "smiles": "COC(=O)[C@@H](Cc1c[nH]c2ccccc12)NC(=O)C(C)C",
  "species": ["C", "O", "C", "O", "C", "C", "C", "C", "N", "C", "C", "C", "C", "C", "C", "N", "C", "O", "C", "C", "C", "H", "H", "H", "H", "H", "H", "H", "H", "H", "H", "H", "H", "H", "H", "H", "H", "H", "H", "H", "H"],
  "positions_angstrom": [[-4.902, -1.034, 0.207], [-3.549, -0.995, 0.640], [-2.636, -1.182, -0.320], [-2.871, -1.604, -1.419], [-1.224, -1.011, 0.261], [-0.181, -1.662, -0.664], [1.187, -1.574, -0.073], [1.723, -2.383, 0.887], [2.982, -1.958, 1.216], [3.291, -0.861, 0.466], [4.438, -0.078, 0.434], [4.461, 0.984, -0.444], [3.374, 1.262, -1.278], [2.234, 0.491, -1.251], [2.176, -0.584, -0.364], [-0.941, 0.393, 0.478], [-1.690, 1.379, -0.048], [-2.685, 1.151, -0.709], [-1.242, 2.797, 0.289], [0.123, 3.117, -0.316], [-1.247, 3.011, 1.803], [-5.111, -1.980, -0.296], [-5.081, -0.211, -0.487], [-5.512, -0.927, 1.100], [-1.215, -1.510, 1.240], [-0.214, -1.158, -1.630], [-0.467, -2.703, -0.816], [1.296, -3.246, 1.362], [3.594, -2.405, 1.877], [5.282, -0.299, 1.071], [5.337, 1.613, -0.495], [3.437, 2.100, -1.956], [1.403, 0.705, -1.905], [-0.062, 0.605, 0.923], [-1.989, 3.458, -0.162], [0.908, 2.496, 0.113], [0.108, 2.960, -1.391], [0.374, 4.158, -0.127], [-2.212, 2.735, 2.223], [-0.476, 2.416, 2.289], [-1.060, 4.058, 2.029]],
  "forces_ev_per_angstrom": [[-0.2, -0.1, -0.3], [0.1, 0.0, 0.3], [0.2, -0.4, 0.2], [0.0, -0.1, 0.0], [-0.1, -0.1, -0.4], [-0.2, 0.0, 0.3], [-0.1, -0.2, 0.1], [-0.3, 0.0, -0.2], [0.3, -0.2, 0.3], [-0.1, 0.4, -0.3], [0.1, 0.0, 0.0], [0.1, -0.1, 0.1], [-0.1, 0.1, -0.2], [0.1, 0.0, 0.0], [0.4, -0.1, 0.3], [0.3, -0.4, 0.2], [0.0, 0.8, 0.1], [-0.2, 0.2, -0.3], [0.0, 0.1, 0.0], [-0.2, 0.0, 0.0], [-0.1, 0.0, -0.2], [0.0, 0.1, 0.1], [0.0, 0.0, 0.0], [0.0, 0.0, 0.0], [0.0, 0.0, -0.2], [-0.1, -0.1, 0.0], [0.0, 0.0, -0.1], [-0.1, -0.2, 0.1], [-0.1, 0.1, -0.1], [0.1, 0.0, 0.1], [0.1, 0.0, 0.0], [0.0, 0.1, -0.1], [-0.1, 0.1, -0.1], [-0.1, 0.1, 0.0], [0.0, -0.2, 0.0], [0.1, 0.0, 0.0], [0.1, 0.0, -0.1], [0.1, 0.1, 0.0], [-0.1, 0.0, 0.1], [0.1, 0.0, 0.1], [0.0, 0.1, 0.1]]
}

{
  "formula": "C3H8N4",
  "method": "ωB97M-V/def2-TZVPD",
  "gap_ha": 0.33349,
  "de_lowest_ev": 6.822,
  "e_homo_ev": -8.67,
  "lumo_ha": 0.015,
  "e_tot_ev": -9194.812,
  "species": ["C", "C", "C", "H", "H", "H", "H", "H", "H", "H", "H", "N", "N", "N", "N"],
  "positions_angstrom": [[1.050, 0.387, 1.539], [0.847, -1.458, -0.304], [-0.294, 0.731, -0.236], [2.092, 0.049, 2.109], [1.046, 1.576, 1.651], [0.186, 0.012, 2.142], [1.798, -1.729, 0.026], [-0.764, -1.735, -1.365], [-2.256, 0.643, -1.529], [-0.407, 0.500, -2.473], [-2.276, 1.416, 0.313], [0.763, 0.146, 0.042], [0.205, -2.196, -1.132], [-0.959, 0.223, -1.490], [-1.031, 1.434, 0.707]],
  "forces_ev_per_angstrom": [[1.9, 2.0, 1.4], [-1.2, 1.5, -2.9], [-11.7, 3.6, -0.8], [-2.5, 0.3, -2.5], [0.0, -2.8, -0.1], [0.7, 0.3, -0.6], [1.4, -0.5, 0.9], [2.4, -0.6, 0.1], [5.7, -1.3, 0.0], [-2.0, -0.7, 3.5], [5.1, 0.5, 1.0], [6.8, -5.8, 3.4], [-1.3, 2.2, 2.4], [-2.6, 3.1, -2.0], [-2.7, -1.8, -4.0]]
}

{
  "formula": "C38H40N8O5RhS4",
  "method": "ωB97M-V/def2-TZVPD",
  "gap_ha": 0.24939,
  "total_charge": 1,
  "de_lowest_ev": 1.890,
  "e_homo_ev": -10.09,
  "lumo_ha": -0.122,
  "e_tot_ev": -108555.087,
  "species": ["Rh", "N", "C", "C", "C", "C", "C", "C", "S", "O", "O", "N", "C", "N", "C", "C", "C", "N", "H", "H", "H", "H", "H", "H", "H", "H", "H", "O", "C", "C", "C", "C", "C", "S", "C", "C", "C", "C", "S", "C", "C", "C", "C", "S", "H", "H", "H", "H", "H", "H", "H", "H", "H", "N", "C", "N", "C", "C", "O", "C", "C", "H", "H", "H", "H", "H", "H", "H", "H", "C", "C", "N", "C", "C", "C", "O", "C", "C", "C", "C", "N", "C", "H", "H", "H", "H", "H", "H", "H", "H", "H", "H", "H", "H", "H", "H"],
  "positions_angstrom": [[0.014, -0.075, 0.734], [5.525, -3.542, 5.302], [4.501, -2.762, 4.865], [3.912, -2.999, 3.611], [2.874, -2.213, 3.171], [2.404, -1.176, 3.972], [2.987, -0.914, 5.206], [4.027, -1.704, 5.649], [1.161, -0.123, 3.385], [0.101, -0.981, 2.775], [0.710, 0.756, 4.425], [1.907, 0.625, 2.162], [1.385, 1.840, 1.815], [0.067, 1.805, 1.553], [-0.535, 2.953, 1.191], [0.181, 4.116, 1.106], [1.559, 4.025, 1.328], [2.163, 2.910, 1.676], [5.831, -4.336, 4.771], [5.914, -3.413, 6.218], [4.285, -3.803, 2.991], [2.426, -2.395, 2.203], [2.619, -0.097, 5.808], [4.485, -1.505, 6.608], [-1.599, 2.914, 1.008], [-0.290, 5.052, 0.860], [2.193, 4.896, 1.215], [0.634, 0.741, -0.921], [1.735, 0.411, -1.737], [1.847, 1.651, -2.617], [0.782, 2.135, -3.329], [1.089, 3.298, -4.075], [2.388, 3.679, -3.918], [3.230, 2.632, -2.871], [2.918, 0.024, -0.875], [2.989, -1.183, -0.235], [4.145, -1.328, 0.569], [4.942, -0.226, 0.519], [4.290, 0.981, -0.490], [1.438, -0.747, -2.681], [0.376, -1.597, -2.692], [0.465, -2.581, -3.719], [1.594, -2.449, -4.463], [2.548, -1.131, -3.935], [-0.178, 1.641, -3.344], [0.382, 3.812, -4.709], [2.904, 4.502, -4.379], [2.239, -1.952, -0.367], [4.377, -2.207, 1.147], [5.886, -0.061, 1.009], [-0.443, -1.522, -1.999], [-0.283, -3.338, -3.901], [1.913, -3.044, -5.300], [-0.165, -2.094, 0.344], [-0.468, -3.111, 0.807], [-0.782, -4.247, 1.346], [-1.262, -5.392, 0.562], [-2.689, -5.714, 0.988], [-2.797, -5.848, 2.389], [-2.409, -4.675, 3.075], [-0.949, -4.363, 2.804], [-0.604, -6.241, 0.764], [-1.212, -5.150, -0.498], [-2.993, -6.670, 0.561], [-3.374, -4.932, 0.628], [-2.574, -4.856, 4.136], [-3.038, -3.831, 2.757], [-0.324, -5.195, 3.139], [-0.616, -3.442, 3.282], [-2.612, 5.109, -1.078], [-3.722, 4.083, -1.240], [-3.714, 3.469, -2.557], [-4.157, 4.289, -3.685], [-3.034, 4.739, -4.606], [-3.406, 2.187, -2.820], [-3.393, 1.728, -3.947], [-3.182, 1.222, -1.678], [-4.163, 0.265, -1.459], [-3.978, -0.688, -0.474], [-2.796, -0.680, 0.237], [-1.836, 0.223, 0.006], [-2.015, 1.161, -0.936], [-2.633, 5.526, -0.071], [-2.733, 5.934, -1.778], [-1.638, 4.654, -1.258], [-4.695, 4.558, -1.089], [-3.635, 3.301, -0.484], [-4.674, 5.150, -3.259], [-4.884, 3.706, -4.253], [-2.243, 5.246, -4.055], [-3.428, 5.429, -5.350], [-2.611, 3.883, -5.129], [-5.058, 0.268, -2.067], [-4.726, -1.438, -0.268], [-2.602, -1.395, 1.023], [-1.191, 1.837, -1.102]],
  "forces_ev_per_angstrom": [[0.8, 0.5, 1.4], [0.1, 0.0, 0.0], [0.0, 0.0, -0.1], [0.0, 0.0, 0.1], [-0.2, 0.0, 0.2], [0.0, -0.2, 0.0], [0.0, -0.1, 0.0], [-0.1, 0.1, 0.0], [0.3, 0.1, 0.0], [-0.6, 0.1, 0.0], [0.0, 0.0, 0.0], [-0.2, -0.4, -0.4], [0.3, -0.1, 0.3], [0.1, 0.5, -1.0], [0.0, 0.0, 0.2], [-0.1, -0.1, 0.1], [0.0, 0.1, -0.1], [0.1, -0.2, 0.2], [0.0, 0.0, 0.0], [0.0, 0.0, 0.0], [0.0, -0.1, 0.0], [-0.1, 0.0, 0.1], [0.0, 0.1, 0.0], [0.0, 0.0, 0.0], [-0.1, 0.0, -0.1], [0.0, 0.1, 0.0], [0.0, 0.1, 0.0], [-1.0, 0.5, -0.1], [0.1, -0.1, 0.0], [0.0, 0.2, 0.1], [0.1, 0.0, 0.0], [0.0, 0.0, 0.0], [-0.1, 0.0, 0.0], [0.1, 0.0, 0.0], [0.2, -0.2, -0.1], [0.1, -0.1, -0.1], [0.1, 0.1, -0.2], [-0.1, -0.1, 0.0], [-0.2, 0.1, 0.2], [0.0, -0.1, 0.1], [0.0, 0.1, -0.1], [0.0, 0.0, 0.0], [0.0, 0.0, 0.1], [0.1, -0.1, 0.0], [-0.1, 0.0, 0.0], [0.0, 0.0, 0.0], [0.0, 0.1, 0.0], [0.1, 0.0, -0.1], [0.1, 0.1, -0.1], [0.1, 0.0, 0.1], [-0.1, 0.1, 0.0], [0.0, 0.0, 0.0], [0.0, 0.0, -0.1], [0.3, -0.2, 0.2], [0.2, 0.3, -0.4], [0.1, -0.2, 0.0], [-0.1, 0.0, 0.0], [0.0, -0.1, -0.1], [0.1, -0.1, 0.0], [0.0, 0.0, 0.1], [0.0, 0.0, 0.1], [0.0, 0.0, 0.0], [0.0, 0.0, 0.0], [0.0, 0.1, 0.0], [0.0, 0.0, 0.0], [0.0, 0.0, 0.0], [0.0, 0.0, 0.0], [0.0, 0.1, 0.0], [0.0, 0.0, 0.0], [0.0, 0.0, 0.1], [0.0, -0.1, 0.1], [-0.1, 0.1, 0.1], [0.0, 0.1, -0.1], [0.0, -0.1, 0.0], [0.0, -0.1, 0.1], [0.0, -0.2, -0.2], [0.0, 0.1, 0.2], [0.0, 0.0, 0.0], [0.1, 0.0, 0.0], [-0.1, 0.1, 0.2], [0.0, -0.6, -0.6], [-0.3, 0.0, 0.0], [0.0, 0.0, 0.0], [0.0, 0.0, 0.0], [0.1, 0.0, 0.0], [0.0, 0.0, 0.0], [0.0, 0.0, 0.0], [0.0, 0.0, 0.0], [0.0, 0.0, 0.0], [0.0, 0.0, 0.0], [0.0, 0.0, 0.0], [0.0, 0.0, 0.0], [0.0, 0.0, 0.0], [0.0, 0.0, 0.0], [0.0, 0.0, 0.0], [0.1, 0.0, -0.1]]
}

{
  "formula": "C5H14NO2",
  "method": "ωB97M-V/def2-TZVPD",
  "gap_ha": 0.26570,
  "total_charge": -1,
  "de_lowest_ev": 0.119,
  "e_homo_ev": -3.35,
  "lumo_ha": 0.143,
  "e_tot_ev": -10997.486,
  "species": ["C", "C", "C", "C", "N", "C", "O", "H", "H", "H", "H", "H", "H", "H", "H", "H", "H", "H", "H", "H", "H", "O"],
  "positions_angstrom": [[0.170, -0.209, -0.678], [0.001, -0.932, 0.651], [1.327, -1.664, 0.970], [-1.119, -1.956, 0.529], [1.222, 0.806, -0.670], [0.788, 2.133, -1.358], [-0.513, 2.432, -1.327], [0.387, -0.965, -1.445], [-0.749, 0.253, -1.052], [-0.119, -0.156, 1.414], [2.182, -1.021, 0.725], [1.424, -2.520, 0.302], [1.424, -1.987, 2.006], [-1.160, -2.600, 1.405], [-2.089, -1.446, 0.481], [-0.979, -2.553, -0.377], [1.336, 1.094, 0.300], [1.392, 2.880, -0.803], [1.175, 2.007, -2.385], [-1.553, 2.003, -0.210], [-2.302, 2.606, 1.014], [-2.247, 1.794, 0.507]],
  "forces_ev_per_angstrom": [[0.0, 0.2, -0.8], [1.1, -0.2, -0.4], [0.2, 0.5, -0.4], [-0.5, 0.8, 0.5], [-0.2, 0.7, 0.3], [-0.3, -0.7, 0.3], [-0.1, -0.1, 0.0], [0.3, -0.2, 0.0], [-0.2, 0.0, 0.5], [-0.6, -0.2, 0.1], [-0.2, 0.0, 0.2], [0.0, -0.3, 0.0], [-0.2, -0.1, 0.1], [0.1, -0.3, 0.1], [0.1, -0.1, -0.2], [0.0, 0.0, 0.1], [0.0, -0.1, 0.0], [0.4, 0.0, -0.3], [0.1, 0.2, -0.2], [0.1, 0.2, 0.0], [0.0, 0.1, 0.0], [-0.1, -0.2, 0.0]]
}

{
  "formula": "C4H7NO",
  "method": "ωB97M-V/def2-TZVPD",
  "gap_ha": 0.34873,
  "de_lowest_ev": 0.951,
  "e_homo_ev": -8.59,
  "lumo_ha": 0.033,
  "e_tot_ev": -7798.693,
  "smiles": "c1cc[nH]c1.O",
  "species": ["C", "C", "C", "N", "C", "H", "H", "H", "H", "H", "O", "H", "H"],
  "positions_angstrom": [[-0.387, 0.924, -0.975], [0.611, 1.605, -0.198], [0.530, 1.123, 1.069], [-0.424, 0.159, 1.096], [-1.017, 0.059, -0.144], [-0.519, 1.141, -2.033], [1.248, 2.387, -0.563], [1.161, 1.375, 1.896], [-0.787, -0.181, 1.974], [-1.804, -0.686, -0.223], [0.208, -2.920, -0.594], [0.372, -2.206, 0.027], [0.807, -2.781, -1.332]],
  "forces_ev_per_angstrom": [[0.7, 0.9, -0.5], [-0.6, -0.1, -0.5], [0.8, 0.4, -0.3], [-0.1, 0.0, 0.5], [-0.7, -0.9, 0.8], [-0.3, -0.4, 0.3], [0.2, 0.0, 0.0], [-0.1, -0.1, 0.4], [-0.1, -0.3, -0.3], [0.2, 0.4, -0.5], [-0.1, -0.4, 0.0], [0.1, 0.2, -0.1], [0.1, 0.1, 0.0]]
}